(1)
A cluster of 2 separate species, C20H19F3N2O3S2 in total in a non-equilibrium geometry. Source: the Open Molecules 2025 dataset; level of theory: wB97M-V/def2-TZVPD.

total energy	-59992.258	eV
structure (SMILES)	O=C1c2ccccc2S(=O)(=O)N1SC(F)(F)F.C(=C\N1CCCC1)/c1ccccc1
energy relative to the best compared isomer or geometry (same formula, charge and spin)	0.0	kcal/mol
max |F|	4.67	eV Å⁻¹
Kohn-Sham gap	7.17	eV
HOMO energy	-7.41	eV
multiplicity	1
E_LUMO	-0.241	eV

Each line ends with the natural charge from an NBO analysis.
CARTESIAN COORDINATES (ANGSTROEM)
O1 4.172 3.930 0.015  -0.53
C1 4.049 2.994 0.785  0.66
C2 2.895 2.072 0.740  -0.17
C3 1.857 2.077 -0.179  -0.14
C4 0.863 1.127 -0.069  -0.20
C5 0.894 0.186 0.944  -0.17
C6 1.930 0.185 1.859  -0.22
C7 2.922 1.124 1.737  -0.18
S1 4.399 1.346 2.757  2.19
O2 5.149 0.057 2.669  -0.85
O3 3.905 1.831 4.081  -0.87
N1 4.912 2.668 1.787  -0.84
S2 6.266 3.603 2.020  0.47
C8 7.366 2.590 0.999  0.83
F1 8.572 3.177 0.983  -0.31
F2 6.851 2.517 -0.235  -0.31
F3 7.436 1.379 1.566  -0.30
H1 1.852 2.815 -0.966  0.24
H2 0.058 1.107 -0.786  0.24
H3 0.126 -0.569 1.000  0.23
H4 1.977 -0.536 2.660  0.24
C9 -2.421 -0.792 -1.496  -0.36
C10 -2.557 -1.267 -0.239  0.04
N2 -2.315 -2.579 0.131  -0.42
C11 -2.806 -3.112 1.421  -0.21
C12 -2.457 -4.609 1.458  -0.41
C13 -2.026 -4.989 0.021  -0.41
C14 -2.145 -3.703 -0.819  -0.22
C15 -2.853 0.515 -1.942  0.05
C16 -2.720 0.868 -3.289  -0.24
C17 -3.199 2.070 -3.759  -0.20
C18 -3.820 2.954 -2.898  -0.24
C19 -3.951 2.634 -1.561  -0.19
C20 -3.473 1.433 -1.086  -0.25
H5 -2.026 -1.453 -2.246  0.20
H6 -2.931 -0.620 0.532  0.19
H7 -2.361 -2.547 2.246  0.20
H8 -3.887 -2.949 1.462  0.18
H9 -1.649 -4.801 2.174  0.21
H10 -3.315 -5.207 1.792  0.22
H11 -0.996 -5.365 0.010  0.21
H12 -2.652 -5.792 -0.387  0.22
H13 -3.023 -3.733 -1.471  0.19
H14 -1.267 -3.530 -1.448  0.20
H15 -2.253 0.174 -3.968  0.21
H16 -3.102 2.318 -4.803  0.21
H17 -4.208 3.889 -3.269  0.21
H18 -4.440 3.320 -0.889  0.21
H19 -3.601 1.193 -0.046  0.20


(2)
A cluster of 3 separate species, C4H8N2O2 in total in a non-equilibrium geometry. Source: the Open Molecules 2025 dataset; level of theory: wB97M-V/def2-TZVPD.

total energy	-11346.268	eV
energy relative to the best compared isomer or geometry (same formula, charge and spin)	180.9	kcal/mol
max |F|	2.20	eV Å⁻¹
Kohn-Sham gap (alpha / beta)	7.90 / 7.83	eV
HOMO energy (alpha / beta)	-8.02 / -7.98	eV
multiplicity	1
E_LUMO (alpha / beta)	-0.119 / -0.150	eV

Each line ends with the natural charge from an NBO analysis.
CARTESIAN COORDINATES (ANGSTROEM)
C1 0.708 0.060 -0.209  -0.12
C2 -0.712 -0.030 -0.024  -0.12
C3 1.264 0.238 -1.593  -0.65
C4 -1.393 -0.173 1.291  -0.67
N1 0.246 1.973 0.254  0.13
N2 -0.037 -1.967 -0.418  0.13
O1 0.273 2.309 1.368  -0.26
O2 0.123 -2.639 0.516  -0.27
H1 1.370 -0.155 0.622  0.23
H2 -1.318 0.172 -0.900  0.22
H3 -0.992 0.503 2.057  0.23
H4 0.894 1.166 -2.037  0.23
H5 0.946 -0.575 -2.252  0.23
H6 2.353 0.267 -1.588  0.23
H7 -2.459 0.030 1.204  0.23
H8 -1.267 -1.180 1.710  0.23


(3)
An isolated molecule of C7H19N3 in a non-equilibrium geometry. Source: the Open Molecules 2025 dataset; level of theory: wB97M-V/def2-TZVPD.

total energy	-12035.731	eV
structure (SMILES)	CN(N)[C@@](C)(N)C(C)(C)C
energy relative to the best compared isomer or geometry (same formula, charge and spin)	47.7	kcal/mol
max |F|	2.99	eV Å⁻¹
Kohn-Sham gap	8.39	eV
HOMO energy	-7.51	eV
multiplicity	1
E_LUMO	0.879	eV

Each line ends with the natural charge from an NBO analysis.
CARTESIAN COORDINATES (ANGSTROEM)
C1 2.027 0.299 -1.422  -0.42
N1 1.236 1.058 -0.471  -0.33
N2 2.007 1.313 0.728  -0.69
C2 -0.352 0.712 -0.244  0.33
C3 -0.918 1.808 0.687  -0.63
N3 -0.965 0.948 -1.526  -0.86
C4 -0.507 -0.745 0.285  -0.06
C5 0.220 -1.033 1.602  -0.62
C6 -0.183 -1.865 -0.721  -0.62
C7 -2.134 -0.901 0.587  -0.62
H1 2.889 0.895 -1.757  0.20
H2 2.439 -0.629 -1.000  0.15
H3 1.468 0.057 -2.330  0.20
H4 2.150 2.323 0.820  0.35
H5 2.948 0.913 0.686  0.35
H6 -0.687 1.644 1.742  0.22
H7 -0.500 2.785 0.413  0.23
H8 -2.007 1.899 0.603  0.21
H9 -0.617 0.323 -2.238  0.36
H10 -1.972 1.034 -1.486  0.38
H11 -0.291 -1.780 2.218  0.20
H12 1.233 -1.419 1.461  0.21
H13 0.349 -0.175 2.269  0.23
H14 -0.585 -2.823 -0.368  0.22
H15 -0.613 -1.691 -1.710  0.20
H16 0.891 -2.014 -0.838  0.21
H17 -2.290 -1.892 1.026  0.20
H18 -2.717 -0.855 -0.335  0.20
H19 -2.517 -0.189 1.321  0.21


(4)
A cluster of 9 separate species, CH19O9 in total in a non-equilibrium geometry. Source: the Open Molecules 2025 dataset; level of theory: wB97M-V/def2-TZVPD.

total energy	-19773.879	eV
energy relative to the best compared isomer or geometry (same formula, charge and spin)	23.3	kcal/mol
max |F|	2.63	eV Å⁻¹
Kohn-Sham gap	8.89	eV
HOMO energy	-5.73	eV
charge	-1
multiplicity	1
E_LUMO	3.168	eV

Each line ends with the natural charge from an NBO analysis.
CARTESIAN COORDINATES (ANGSTROEM)
C1 -0.522 0.022 1.470  -0.23
O1 0.061 0.056 0.261  -1.01
H1 -1.570 0.261 1.388  0.12
H2 -0.036 0.830 2.192  0.09
H3 -0.356 -1.023 1.804  0.14
O2 1.933 1.931 -0.132  -1.00
H4 2.177 2.328 0.716  0.47
H5 1.219 1.330 0.052  0.50
O3 -0.477 3.542 0.897  -0.96
H6 -0.555 2.684 1.341  0.47
H7 -0.455 3.387 -0.036  0.48
O4 -2.675 -2.312 -0.406  -0.92
H8 -1.889 -1.801 -0.564  0.48
H9 -2.998 -1.778 0.289  0.44
O5 1.921 0.065 -2.288  -0.95
H10 2.849 -0.205 -2.179  0.47
H11 1.894 0.527 -1.484  0.49
O6 0.216 -2.752 0.359  -0.94
H12 0.020 -1.835 0.266  0.48
H13 0.494 -2.833 1.243  0.44
O7 -2.358 1.026 -0.996  -0.95
H14 -3.029 0.566 -0.485  0.46
H15 -1.583 0.989 -0.454  0.49
O8 -0.608 -1.094 -2.332  -0.98
H16 -0.937 -0.480 -1.708  0.47
H17 0.324 -0.920 -2.297  0.49
O9 2.599 -0.888 0.741  -0.97
H18 1.658 -0.651 0.655  0.49
H19 2.671 -0.974 1.684  0.44


(5)
The ion C3H9O2P2 with charge -1 in a non-equilibrium geometry. Source: the Open Molecules 2025 dataset; level of theory: wB97M-V/def2-TZVPD.

total energy	-25927.120	eV
energy relative to the best compared isomer or geometry (same formula, charge and spin)	0.0	kcal/mol
max |F|	4.21	eV Å⁻¹
Kohn-Sham gap (alpha / beta)	3.84 / 6.60	eV
HOMO energy (alpha / beta)	0.28 / -5.22	eV
charge	-1
multiplicity	3
E_LUMO (alpha / beta)	4.115 / 1.388	eV

Each line ends with the Mulliken spin population.
CARTESIAN COORDINATES (ANGSTROEM)
C1 -2.756 0.746 -0.065  0.33
C2 2.638 -1.177 -0.054  0.16
C3 -1.271 0.618 -0.212  0.14
O1 1.588 1.111 -1.163  0.16
O2 1.504 0.890 1.318  0.21
P1 -0.417 -1.032 -0.305  1.05
P2 1.454 0.231 0.008  0.25
H1 -3.287 0.387 -0.925  -0.10
H2 -3.158 0.072 0.626  -0.13
H3 -3.116 1.732 0.129  -0.02
H4 2.349 -2.025 0.544  -0.05
H5 2.987 -1.355 -0.973  0.00
H6 3.652 -0.957 0.384  0.00
H7 -0.894 1.000 0.655  -0.02
H8 -0.890 1.070 -1.150  -0.04
H9 -0.382 -1.308 1.183  0.06


(6)
A cluster of 4 separate species, C24H32BBr3F18N3O8P2S2 in total in a non-equilibrium geometry. Source: the Open Molecules 2025 dataset; level of theory: wB97M-V/def2-TZVPD.

total energy	-346227.794	eV
max |F|	3.30	eV Å⁻¹
Kohn-Sham gap	7.22	eV
HOMO energy	-5.19	eV
charge	-1
multiplicity	1
E_LUMO	2.028	eV

Each line ends with the Mulliken charge.
CARTESIAN COORDINATES (ANGSTROEM)
C1 -0.780 -2.718 3.491  -1.15
C2 -2.158 -2.940 2.919  0.43
Br1 -3.354 -3.930 4.068  -0.22
C3 -2.533 -2.484 1.745  -0.30
Br2 -4.337 -2.822 1.163  0.01
C4 -1.582 -1.716 0.796  0.57
Br3 0.114 -2.669 0.323  -0.05
O1 -2.270 -1.799 -0.399  -0.47
B1 -2.190 -0.599 -1.257  0.18
C5 -1.454 -0.913 -2.678  -1.45
C6 0.098 -0.857 -2.636  0.22
C7 0.720 0.145 -3.595  0.77
F1 0.759 -0.256 -4.879  -0.38
F2 -0.077 1.248 -3.587  -0.31
C8 2.115 0.711 -3.127  0.41
F3 2.495 1.604 -4.059  -0.34
F4 1.848 1.394 -2.029  -0.22
C9 3.129 -0.432 -2.877  0.98
F5 2.852 -1.502 -3.608  -0.33
F6 2.970 -0.830 -1.605  -0.23
C10 4.652 -0.138 -3.047  0.32
F7 5.235 -1.333 -3.285  -0.33
F8 4.971 0.620 -4.091  -0.29
C11 5.415 0.414 -1.794  0.71
F9 5.619 -0.505 -0.882  -0.31
F10 6.654 0.731 -2.254  -0.37
C12 4.860 1.716 -1.155  0.41
F11 3.999 1.379 -0.205  -0.25
F12 4.341 2.535 -2.056  -0.29
C13 5.980 2.520 -0.410  0.72
F13 6.674 3.271 -1.246  -0.31
F14 6.764 1.706 0.292  -0.32
C14 5.356 3.504 0.652  0.69
F15 5.123 2.905 1.782  -0.24
F16 4.307 4.132 0.206  -0.22
F17 6.298 4.411 0.917  -0.29
P1 -3.990 0.067 -1.729  0.25
O2 -5.039 -0.151 -0.656  -0.51
O3 -1.570 0.372 -0.343  -0.28
C15 -1.503 -0.125 0.920  -0.05
P2 -2.928 0.798 1.839  0.66
S1 -3.404 2.495 0.993  -0.49
S2 0.053 0.605 1.601  1.16
O4 0.391 0.050 2.870  -0.76
O5 1.119 0.521 0.671  -0.27
F18 -0.240 2.138 1.838  -0.26
H1 -0.678 -3.235 4.450  0.45
H2 -0.691 -1.655 3.730  0.22
H3 0.026 -3.077 2.855  0.25
H4 -1.728 -1.948 -2.930  0.22
H5 -1.884 -0.311 -3.490  0.55
H6 0.500 -1.855 -2.819  0.49
H7 0.396 -0.539 -1.632  -0.47
H8 -4.440 -0.490 -2.968  0.01
H9 -3.913 1.470 -1.974  0.00
H10 -2.528 1.015 3.171  0.08
H11 -4.050 -0.032 1.891  0.07
C16 -5.963 -1.469 5.038  -1.44
C17 -4.900 -0.422 4.829  0.62
O6 -4.106 -0.475 3.899  -0.33
N1 -4.844 0.607 5.713  -0.20
C18 -5.691 0.843 6.866  -0.97
H12 -5.880 -2.217 4.255  0.21
H13 -5.827 -1.959 6.004  0.39
H14 -6.955 -1.016 4.986  0.40
H15 -4.112 1.272 5.513  0.23
H16 -6.191 1.806 6.749  0.30
H17 -5.071 0.876 7.763  0.30
H18 -6.439 0.066 6.979  0.38
C19 11.861 -0.853 -0.806  -1.32
C20 10.806 0.059 -0.225  0.81
O7 11.058 0.855 0.666  -0.66
N2 9.549 -0.036 -0.733  -0.02
C21 9.072 -0.916 -1.785  -0.76
H19 12.806 -0.665 -0.305  0.30
H20 11.587 -1.898 -0.651  0.35
H21 11.987 -0.658 -1.872  0.35
H22 8.892 0.598 -0.305  0.13
H23 8.673 -0.309 -2.595  0.22
H24 8.272 -1.541 -1.385  0.21
H25 9.863 -1.551 -2.170  0.41
C22 -7.968 1.088 -0.990  -1.17
C23 -7.925 1.203 -2.492  0.73
O8 -7.097 1.888 -3.064  -0.65
N3 -8.854 0.502 -3.210  -0.16
C24 -9.904 -0.360 -2.708  -0.83
H26 -7.172 1.692 -0.566  0.18
H27 -8.927 1.451 -0.611  0.49
H28 -7.811 0.053 -0.685  0.32
H29 -8.767 0.622 -4.206  0.23
H30 -9.767 -1.365 -3.113  0.27
H31 -10.872 0.023 -3.040  0.28
H32 -9.895 -0.410 -1.624  0.32